Computed, not measured: a cluster of 4 separate species, C15H35N4O3 in total, with the ωB97M-V functional and the def2-TZVPD basis.

```
57
Properties=species:S:1:pos:R:3
C 1.373 -0.790 -2.606
C 0.084 -1.515 -3.060
N -1.046 -1.342 -2.180
C -2.239 -1.197 -2.936
C -3.462 -1.317 -2.026
C -2.385 0.139 -3.785
C -1.513 1.294 -3.279
H 1.116 -0.100 -1.808
H 2.128 -1.485 -2.223
H 1.839 -0.227 -3.421
H 0.343 -2.590 -3.177
H -0.152 -1.161 -4.082
H -2.337 -2.013 -3.699
H -3.571 -0.414 -1.419
H -4.380 -1.408 -2.617
H -3.355 -2.188 -1.378
H -3.437 0.448 -3.754
H -2.178 -0.062 -4.840
H -0.918 0.936 -2.436
H -2.120 2.141 -2.943
H -0.855 1.682 -4.061
C 0.812 2.797 0.911
C 1.840 2.735 -0.189
O 2.226 1.646 -0.573
N 2.283 3.892 -0.761
C 1.889 5.240 -0.428
H 0.606 1.773 1.183
H 1.159 3.342 1.792
H -0.120 3.246 0.569
H 2.946 3.750 -1.506
H 1.427 5.740 -1.282
H 2.745 5.838 -0.105
H 1.166 5.217 0.381
C 3.121 -3.361 2.452
C 3.014 -2.223 3.444
O 3.294 -2.377 4.628
N 2.595 -1.033 2.965
C 2.222 -0.681 1.598
H 3.467 -4.239 2.988
H 2.156 -3.573 1.992
H 3.828 -3.121 1.657
H 2.538 -0.314 3.668
H 2.845 0.120 1.210
H 1.185 -0.349 1.560
H 2.321 -1.540 0.944
C -1.642 -0.985 1.244
C -1.759 0.052 2.337
O -1.471 1.226 2.151
N -2.175 -0.366 3.567
C -2.532 -1.708 3.970
H -1.275 -0.526 0.327
H -0.939 -1.771 1.525
H -2.607 -1.449 1.040
H -2.221 0.370 4.254
H -3.567 -1.753 4.318
H -1.885 -2.064 4.774
H -2.428 -2.381 3.126
```

The calculation puts the HOMO-LUMO gap at 4.272 eV. The HOMO energy comes out at -1.6 eV. For the LUMO energy, the calculation gives 2.711 eV. The charge is -1.

---

Computed, not measured: a cluster of 2 separate species, C15H35N5O3P3S in total, with the ωB97M-V functional and the def2-TZVPD basis.

```
62
Properties=species:S:1:pos:R:3
C -0.614 -3.011 1.808
C -0.619 -1.698 0.941
P 1.052 -1.177 0.235
C 2.441 -2.246 0.964
C 1.168 -1.507 -1.605
C 0.583 -2.628 -2.350
C -0.254 -3.713 -1.664
C 0.619 -4.783 -0.884
N -0.304 -5.653 -0.106
C 0.838 -2.636 -3.803
N 1.562 -1.741 -4.450
N 2.084 -0.790 -3.732
P 3.113 0.386 -4.671
O 2.427 1.867 -4.690
O 4.662 0.391 -4.067
S 3.266 -0.248 -6.494
C 1.967 -0.545 -2.403
P 2.821 0.955 -1.599
N 1.550 1.855 -0.795
O 3.919 0.364 -0.475
H -0.618 -2.772 2.894
H 0.206 -3.722 1.591
H -1.560 -3.561 1.577
H -1.413 -1.682 0.153
H -0.899 -0.864 1.634
H 2.144 -2.703 1.930
H 2.847 -2.974 0.226
H 3.271 -1.518 1.141
H -0.716 -4.308 -2.498
H -1.112 -3.339 -1.068
H 1.080 -5.445 -1.663
H 1.402 -4.325 -0.250
H -1.085 -5.917 -0.713
H 0.192 -6.523 0.106
H 0.392 -3.468 -4.387
H 2.657 2.265 -5.556
H 4.715 -0.177 -3.272
H 0.645 1.468 -1.072
H 1.654 1.759 0.220
H 4.481 1.114 -0.201
C -2.461 1.944 0.164
C -2.743 3.225 0.934
N -3.021 3.001 2.341
C -3.580 4.168 3.015
C -2.699 5.412 3.128
C -2.004 2.275 3.084
C -0.584 2.850 3.103
H -3.270 1.220 0.291
H -2.374 2.164 -0.903
H -1.522 1.477 0.479
H -3.620 3.691 0.476
H -1.906 3.922 0.787
H -3.909 3.878 4.018
H -4.498 4.449 2.490
H -1.909 5.289 3.869
H -3.304 6.263 3.449
H -2.244 5.689 2.174
H -1.950 1.256 2.681
H -2.342 2.135 4.115
H -0.247 3.164 2.113
H 0.115 2.084 3.454
H -0.495 3.694 3.784
```

The calculation puts the HOMO-LUMO gap at 5.074 eV. The HOMO energy comes out at -10.1 eV. For the LUMO energy, the calculation gives -5.017 eV. The charge is +1.

---

Computed, not measured: a cluster of 4 separate species, C15H35O6PS3Si in total, with the ωB97M-V functional and the def2-TZVPD basis.

```
61
Properties=species:S:1:pos:R:3
O 0.196 0.864 -5.316
S 1.455 1.078 -4.648
O 1.499 1.466 -3.260
C 2.498 -0.350 -4.914
C 3.235 -0.036 -6.212
C 3.654 1.438 -6.111
C 2.431 2.228 -5.626
H 1.873 -1.238 -4.959
H 3.182 -0.415 -4.068
H 4.093 -0.692 -6.350
H 2.565 -0.176 -7.063
H 4.466 1.536 -5.389
H 4.014 1.823 -7.063
H 2.696 3.075 -4.999
H 1.805 2.559 -6.452
O -0.601 6.790 4.625
S -1.518 6.434 3.572
O -2.629 7.290 3.242
C -0.577 6.066 2.095
C -0.272 4.575 2.207
C -1.571 3.918 2.692
C -2.101 4.759 3.861
H 0.306 6.700 2.072
H -1.217 6.280 1.240
H 0.058 4.163 1.254
H 0.524 4.412 2.937
H -2.300 3.913 1.880
H -1.410 2.885 2.994
H -3.187 4.777 3.912
H -1.692 4.435 4.815
O 1.082 -3.200 2.867
S 1.020 -4.249 1.881
O 1.256 -3.983 0.487
C 2.072 -5.594 2.422
C 1.159 -6.465 3.280
C -0.172 -6.550 2.519
C -0.538 -5.127 2.079
H 2.923 -5.181 2.957
H 2.407 -6.121 1.531
H 1.593 -7.449 3.450
H 1.003 -5.994 4.252
H -0.050 -7.188 1.642
H -0.960 -6.984 3.132
H -1.068 -5.100 1.131
H -1.111 -4.600 2.839
C -3.464 -0.733 1.255
C -2.160 -1.552 1.148
P -0.804 -0.827 0.123
C -0.798 0.983 0.555
Si -1.641 -0.737 -1.952
H -4.336 -1.380 1.237
H -3.469 -0.174 2.187
H -3.544 -0.015 0.443
H -2.385 -2.523 0.710
H -1.759 -1.755 2.139
H -1.619 1.213 1.230
H 0.150 1.232 1.019
H -0.897 1.571 -0.353
H -0.464 -0.546 -2.813
H -2.530 0.446 -2.092
H -2.370 -1.979 -2.276
```

The calculation puts the HOMO-LUMO gap at 8.432 eV. The value obtained for the relative energy (zero: lowest compared OMol25 entry of this formula, charge and spin) is 0.147 eV. The HOMO energy comes out at -7.8 eV. Its structure (SMILES) is O=S1(=O)CCCC1.O=S1(=O)CCCC1.O=S1(=O)CCCC1.CCP(C)[SiH3]. For the LUMO energy, the calculation gives 0.644 eV.

---

Computed, not measured: a structure of composition C15H36AlBe2Cl4FN3NbO9, with the ωB97M-V functional and the def2-TZVPD basis.

```
72
Properties=species:S:1:pos:R:3
C 3.345 -0.833 -0.252
C 2.597 -2.211 -0.634
C 1.511 -1.860 -1.721
C 2.014 -2.747 0.711
C 1.534 -4.224 0.667
C 2.044 -4.896 2.027
C -0.055 -4.361 0.726
O -0.775 -3.559 -0.257
Nb -2.717 -3.406 0.516
C -3.067 -1.530 -0.780
C -3.900 -0.472 0.114
C -3.022 0.752 0.445
O -3.292 1.853 0.059
O -1.927 0.472 1.195
H 4.102 -0.578 -1.016
H 2.593 0.007 -0.189
H 3.751 -0.916 0.779
H 3.393 -2.850 -1.073
H 2.058 -1.414 -2.586
H 0.851 -1.030 -1.341
H 0.932 -2.721 -2.098
H 2.869 -2.708 1.461
H 1.168 -2.086 1.043
H 1.917 -4.788 -0.211
H 1.381 -5.753 2.274
H 1.849 -4.127 2.811
H 3.110 -5.176 1.963
H -0.245 -5.457 0.637
H -0.396 -4.081 1.755
H -3.397 -4.519 -0.769
H -2.452 -4.898 1.553
H -2.048 -2.407 1.920
H -4.433 -3.230 1.195
H -3.589 -1.731 -1.737
H -2.057 -1.116 -1.008
H -4.863 -0.199 -0.367
H -4.155 -0.940 1.113
H -1.274 1.176 1.014
C -1.371 5.532 0.175
O -0.929 6.552 -0.322
N -0.890 5.010 1.337
N -2.391 4.823 -0.400
H -1.243 4.173 1.761
H -0.139 5.506 1.787
H -2.764 5.190 -1.259
H -2.775 3.976 -0.013
Be -5.668 -2.459 0.929
Cl -6.271 -4.495 1.707
C 0.558 -8.723 4.076
Cl -0.465 -7.401 3.491
Cl -0.069 -10.278 3.532
Cl 2.226 -8.501 3.540
H 0.543 -8.709 5.160
Al 0.763 -0.168 0.169
O 1.722 4.154 -0.986
H 0.980 4.548 -0.501
C 3.703 5.600 -2.457
C 5.116 5.738 -3.019
O 6.049 5.224 -2.485
C 5.277 6.556 -4.283
H 3.735 4.990 -1.553
H 3.308 6.585 -2.205
H 3.061 5.110 -3.191
H 4.945 7.579 -4.105
H 4.697 6.106 -5.089
H 6.327 6.571 -4.569
F 2.845 -1.544 2.974
N -5.382 6.608 -0.305
O -4.628 6.396 -1.353
O -4.876 6.495 0.791
O -6.544 6.914 -0.454
Be -4.811 4.907 -2.819
```

The calculation puts the HOMO-LUMO gap at 1.580 eV. The HOMO energy comes out at -13.1 eV. For the LUMO energy, the calculation gives -11.521 eV. The charge is +2.